1.
DFT (the ωB97M-V functional and the def2-TZVPD basis) results for 6 unconnected molecules or ions with the total composition C36H86N2 in a non-equilibrium geometry.

Structure (XYZ):
```
124
Properties=species:S:1:pos:R:3:forces:R:3
C -2.851395 3.344815 -3.114750 -0.71 -2.58 -1.70
C -2.012395 3.142815 -1.887750 -2.50 -6.09 -0.46
N -2.679395 3.413815 -0.656750 -0.69 1.76 0.44
C -2.599395 2.451815 0.478250 -3.37 4.42 0.23
C -1.277395 2.221815 0.914250 4.53 0.48 0.19
C -2.453395 4.870815 -0.343750 1.04 -3.42 2.94
C -3.319395 5.332815 0.780250 -3.02 -0.91 3.09
H -2.268395 3.499815 -4.028750 0.40 -0.31 0.17
H -3.372395 4.227815 -3.040750 -1.75 2.00 0.31
H -3.564395 2.470815 -3.375750 0.93 1.50 0.74
H -1.162395 3.597815 -2.119750 4.13 2.52 0.10
H -1.713395 2.001815 -1.972750 -0.43 1.88 0.65
H -3.037395 1.596815 0.134250 -1.41 -2.45 -0.83
H -3.356395 2.921815 1.339250 2.13 -1.56 -2.14
H -1.192395 1.500815 1.666250 -0.18 -0.93 1.81
H -0.776395 3.166815 1.256250 -0.26 -0.87 -0.20
H -0.598395 1.722815 0.162250 -0.76 0.89 0.06
H -2.596395 5.408815 -1.216750 -0.27 1.16 -1.63
H -1.399395 4.951815 0.021250 -0.31 0.43 -0.56
H -3.074395 6.391815 1.075250 -0.71 -1.04 -0.32
H -3.355395 4.672815 1.801250 1.36 1.65 -2.23
H -4.461395 5.082815 0.638250 1.89 1.36 -0.63
C -5.886395 0.248815 -3.233750 -1.13 3.65 1.04
C -4.974395 0.029815 -1.963750 -0.80 0.88 -2.34
N -5.487395 -1.236185 -1.356750 3.12 -0.48 -1.17
C -4.477395 -2.415185 -1.571750 -4.08 2.57 9.40
C -3.323395 -2.399185 -0.490750 -3.13 1.44 -2.63
C -5.925395 -1.053185 0.029250 -2.22 -2.58 -0.84
C -7.174395 -0.208185 -0.015750 8.32 3.82 7.31
H -6.903395 0.560815 -2.877750 0.64 -0.10 -0.30
H -6.125395 -0.573185 -3.894750 0.88 -0.47 0.02
H -5.459395 1.182815 -3.788750 -0.84 -1.72 0.48
H -4.996395 0.940815 -1.245750 -0.02 -1.46 -1.28
H -4.036395 0.138815 -2.647750 -0.14 -1.27 2.51
H -4.141395 -2.506185 -2.458750 1.99 -0.31 -6.41
H -5.248395 -3.118185 -1.289750 0.65 -1.48 -0.34
H -3.690395 -2.254185 0.468250 -0.76 -0.94 1.96
H -2.782395 -1.524185 -0.603750 1.56 1.82 -0.80
H -2.776395 -3.202185 -0.769750 2.15 -2.73 0.25
H -5.276395 -0.518185 0.569250 3.16 1.92 2.21
H -6.091395 -2.013185 0.673250 0.25 1.17 -1.78
H -6.907395 0.804815 -0.190750 -0.57 0.86 0.05
H -7.830395 -0.476185 0.732250 -0.74 0.74 3.51
H -7.732395 -0.596185 -0.562750 -8.20 -5.29 -10.83
C -2.667395 -0.908185 3.525250 1.01 -0.43 -1.14
C -1.355395 -0.467185 4.035250 3.06 1.38 -0.23
C -0.814395 -1.468185 5.064250 -0.33 6.55 3.45
C -1.690395 -1.342185 6.333250 -2.02 -1.09 1.42
C -1.203395 -2.400185 7.470250 1.59 -0.33 -3.40
C 0.267605 -2.168185 7.880250 -2.12 -3.12 2.38
H -2.552395 -1.948185 3.121250 -0.44 1.11 -0.30
H -2.966395 -0.094185 2.894250 -0.81 -0.30 -1.12
H -3.318395 -0.956185 4.325250 -1.72 -0.13 1.45
H -1.313395 0.672815 4.333250 -0.40 -2.27 0.20
H -0.612395 -0.429185 3.210250 -0.40 -0.20 0.03
H 0.197605 -1.201185 5.441250 -0.35 -0.02 -0.66
H -0.776395 -2.405185 4.768250 -0.11 -4.55 -1.81
H -2.855395 -1.555185 6.116250 2.64 0.13 0.39
H -1.775395 -0.263185 6.804250 0.79 -1.99 -0.99
H -1.255395 -3.517185 7.160250 -0.18 1.88 -0.10
H -1.913395 -2.317185 8.189250 -1.69 0.34 2.76
H 0.564605 -1.223185 7.946250 0.81 4.47 -0.32
H 0.890605 -2.652185 7.195250 1.15 -0.91 -0.83
H 0.512605 -2.475185 8.946250 -0.46 -0.48 -1.26
C 0.631605 0.162815 -3.677750 2.06 -1.36 2.18
C 0.454605 -1.388185 -3.078750 2.78 2.87 -3.85
C 0.825605 -1.605185 -1.701750 -0.42 0.76 1.40
C 0.816605 -3.021185 -1.186750 -0.21 2.35 -0.06
C 1.230605 -3.261185 0.211250 0.00 4.81 0.48
C 0.223605 -2.666185 1.241250 1.69 -3.29 -0.64
H 0.484605 0.376815 -4.741750 -0.80 -0.44 0.36
H 1.737605 0.073815 -3.629750 -0.13 0.97 -0.07
H 0.375605 1.047815 -2.990750 -0.07 -1.57 -0.98
H 0.872605 -2.047185 -3.844750 0.89 0.03 0.19
H -0.449395 -1.682185 -3.096750 -7.21 -1.64 -0.80
H 0.043605 -1.134185 -1.159750 -0.33 1.38 0.95
H 1.706605 -1.059185 -1.717750 2.33 0.75 1.74
H 1.434605 -3.387185 -1.914750 1.38 -2.71 -1.56
H -0.203395 -3.278185 -1.215750 -1.32 -1.14 -0.84
H 2.206605 -2.826185 0.381250 0.41 1.09 0.07
H 1.581605 -4.189185 0.242250 0.06 -4.72 1.07
H 0.199605 -1.628185 1.300250 -0.45 1.70 -0.35
H 0.468605 -3.045185 2.190250 1.15 -0.04 1.72
H -0.667395 -3.231185 1.193250 -1.85 0.28 -0.93
C 6.795605 1.653815 -4.340750 -2.51 -1.03 -0.22
C 6.294605 0.596815 -3.211750 2.10 -2.47 -5.67
C 5.165605 -0.312185 -3.832750 -2.78 3.53 2.64
C 4.350605 -1.155185 -2.871750 1.56 -0.09 5.20
C 5.341605 -2.163185 -2.025750 -3.95 -0.76 -5.81
C 5.774605 -3.383185 -2.855750 1.13 0.92 -0.21
H 7.552605 1.166815 -4.993750 -0.59 0.36 0.45
H 7.191605 2.545815 -3.909750 0.49 0.54 0.35
H 5.880605 2.007815 -5.015750 1.90 -0.88 1.41
H 5.999605 0.874815 -2.306750 -1.80 2.38 3.54
H 7.200605 0.001815 -2.895750 -0.76 0.13 -0.80
H 5.288605 -0.945185 -4.566750 2.72 -3.50 -3.89
H 4.433605 0.277815 -4.461750 0.45 0.54 1.19
H 3.563605 -1.820185 -3.175750 -0.15 -0.20 -1.24
H 3.784605 -0.579185 -2.030750 1.22 -0.42 -1.46
H 5.058605 -2.442185 -1.118750 -3.15 -1.55 3.79
H 6.232605 -2.046185 -1.707750 6.72 3.92 1.57
H 4.937605 -3.890185 -3.116750 -2.68 -1.81 -1.33
H 6.385605 -4.156185 -2.339750 0.10 0.96 -0.19
H 6.245605 -2.983185 -3.786750 0.00 -0.68 0.70
C 4.225605 -0.258185 2.912250 -0.39 2.49 -0.76
C 2.846605 0.371815 2.471250 4.59 -1.66 -2.70
C 2.711605 0.357815 0.947250 3.49 4.21 2.61
C 3.331605 1.751815 0.544250 -1.41 -1.55 -1.73
C 2.969605 2.106815 -0.905750 -1.12 0.20 -0.03
C 3.718605 3.340815 -1.299750 3.36 -3.39 -0.65
H 5.030605 -0.007185 2.143250 -0.77 0.28 1.48
H 4.211605 -1.290185 2.867250 -0.62 -2.38 -0.34
H 4.451605 -0.080185 3.966250 0.48 0.61 -0.29
H 2.565605 1.302815 2.779250 0.41 2.90 1.09
H 2.066605 -0.120185 2.776250 -4.04 -3.78 2.43
H 1.773605 0.220815 0.683250 -5.08 0.35 -1.13
H 3.100605 -0.443185 0.431250 2.08 -1.83 -0.85
H 4.399605 1.590815 0.576250 0.50 0.43 0.28
H 3.017605 2.602815 1.198250 0.28 -0.91 -0.33
H 1.893605 2.426815 -0.980750 0.49 -1.08 0.15
H 3.208605 1.254815 -1.670750 -0.63 1.57 1.49
H 3.785605 4.205815 -0.741750 -0.23 1.44 1.89
H 3.490605 3.609815 -2.248750 -1.10 1.07 -3.09
H 4.753605 2.906815 -1.465750 -0.43 1.09 0.47
```
Forces are in eV/Å.

## Properties
* DFT total energy: -1532.0829 a.u.
* relative energy (zero: lowest compared OMol25 entry of this formula, charge and spin): 1.804 eV
* LUMO energy: 0.76 eV

Mulliken atomic charge list, values in e, 4 entries: -1.16, -0.11, 0.54, -0.07

2.
DFT (the ωB97M-V functional and the def2-TZVPD basis) results for 8 unconnected molecules or ions with the total composition C36H87N5O12S3 in a non-equilibrium geometry.

Structure (XYZ):
```
143
Properties=species:S:1:pos:R:3:forces:R:3
O -0.410081 0.219246 7.707048 -3.93 0.65 -0.21
S -1.794008 0.734511 7.553360 3.32 1.83 -0.68
O -2.969708 0.004338 7.966166 1.67 1.13 -0.90
O -1.744583 2.280126 8.180445 1.13 -2.43 0.22
C -2.150959 3.198809 7.204465 -2.72 1.78 0.98
C -1.776211 2.757441 5.834161 2.31 -0.68 0.87
O -1.880925 1.352756 5.991612 -1.36 -2.97 0.39
H -3.227918 3.144988 7.363721 -0.52 0.50 -0.89
H -1.896143 4.205680 7.535184 0.62 -0.17 -0.23
H -0.704917 2.868888 5.666773 0.19 0.66 -0.03
H -2.263175 3.156570 4.944406 -0.69 -0.31 0.48
O 5.177070 4.929525 5.860795 1.27 2.62 -1.64
S 5.554298 6.294649 5.497619 0.66 0.75 2.43
O 4.699110 7.371291 5.961284 0.95 -1.33 -0.93
O 7.125399 6.654908 6.079288 -2.04 -1.27 -0.93
C 7.838631 7.480698 5.140388 -1.39 0.23 1.29
C 7.000286 7.472695 3.827968 1.80 1.45 0.43
O 5.943234 6.586283 3.941580 -1.00 -2.39 0.87
H 7.819296 8.471351 5.594646 0.36 0.14 -0.28
H 8.856804 7.093779 5.098802 -0.19 -0.02 -0.39
H 7.763757 7.207334 3.096669 -0.90 -0.31 -0.74
H 6.544142 8.444384 3.638639 0.47 0.13 -0.11
O 7.683543 3.495178 -7.132834 -0.72 0.06 3.47
S 7.637483 3.620054 -5.660349 0.23 0.50 -1.65
O 8.090896 4.878689 -5.085522 -1.02 -2.66 -0.56
O 6.183415 3.173529 -4.966135 1.03 3.15 -1.03
C 6.064537 1.819444 -4.855229 0.95 -2.14 -0.76
C 7.525249 1.298348 -4.662745 -1.65 -1.22 1.72
O 8.401097 2.326302 -5.047219 0.22 0.70 -0.52
H 5.325066 1.546211 -4.102485 0.39 0.21 0.26
H 5.769359 1.342990 -5.790098 -0.55 0.39 -0.25
H 7.540786 0.332013 -5.166758 0.92 0.42 -0.87
H 7.723409 1.006048 -3.631527 0.20 0.58 0.21
C -0.780579 -8.186999 -4.914342 -2.50 0.35 1.55
C -2.175346 -8.667608 -4.218426 1.89 -0.82 -0.87
N -3.257270 -7.717037 -4.316736 0.68 -0.30 -0.75
C -4.510938 -8.380939 -3.933449 0.96 0.03 -0.44
C -5.154002 -9.062313 -5.134733 -0.27 0.28 0.88
C -2.936657 -6.531183 -3.575241 -1.74 0.64 0.88
C -2.550279 -6.741985 -2.103601 0.00 -0.07 -0.23
H -0.053678 -8.991610 -5.025330 -0.36 0.02 -0.39
H -0.310051 -7.390622 -4.337726 0.01 -0.03 0.20
H -1.187885 -7.697437 -5.798955 0.68 -0.40 -0.54
H -2.423461 -9.614861 -4.697225 -0.33 0.16 -0.53
H -2.087069 -9.012651 -3.188263 0.60 0.24 0.51
H -4.295412 -9.114409 -3.156487 -0.04 -0.27 0.28
H -5.228737 -7.685353 -3.498656 0.14 0.24 -0.09
H -5.853803 -9.742669 -4.649470 -0.49 -0.15 -0.68
H -5.647471 -8.270902 -5.698865 -0.18 -0.39 -0.27
H -4.485035 -9.630781 -5.780815 0.13 0.14 0.20
H -3.889762 -6.002342 -3.580408 -0.25 0.25 0.37
H -2.345496 -5.771167 -4.086124 0.83 -0.63 -0.21
H -3.190848 -7.460460 -1.592169 -0.60 0.21 -0.15
H -2.668251 -5.763381 -1.638295 0.44 -0.19 0.43
H -1.583197 -7.218378 -1.942673 0.41 0.69 -0.16
C -4.244079 7.652720 -1.345353 -0.21 -0.63 -0.55
C -3.651799 8.831281 -0.560325 0.72 -1.12 -1.19
N -3.868641 8.733542 0.852442 -0.70 -0.20 1.18
C -5.185049 9.214928 1.285715 0.44 -1.06 -0.99
C -5.403528 10.691341 1.003972 -1.39 -0.04 0.80
C -2.818331 9.294437 1.704902 -0.06 -1.76 -0.74
C -2.966941 8.959804 3.199740 -0.35 1.65 -0.28
H -3.884423 6.661737 -1.068409 0.05 0.12 0.98
H -3.917169 7.608020 -2.384220 -0.09 0.85 -0.30
H -5.332256 7.592256 -1.362926 -0.06 0.20 0.14
H -2.591874 8.772783 -0.807772 0.36 -0.01 0.59
H -3.916945 9.761105 -1.063532 -0.56 0.41 0.26
H -5.931035 8.566023 0.826894 -0.20 0.34 -0.73
H -5.351771 8.877672 2.308731 0.34 0.78 0.36
H -5.464180 10.996748 -0.040607 0.49 -0.32 -0.04
H -6.416432 10.873786 1.362916 -0.09 0.44 0.23
H -4.730807 11.336672 1.568858 0.03 0.01 -0.15
H -2.792085 10.367699 1.516462 0.65 0.28 0.43
H -1.935335 8.772051 1.336777 0.45 0.58 0.00
H -2.050320 9.287845 3.689944 0.08 -0.30 0.13
H -3.260381 7.959821 3.519157 0.24 -0.11 -0.57
H -3.729874 9.649849 3.560104 -0.14 -0.12 0.44
C 1.287680 2.324586 -0.042142 0.68 -0.12 -0.62
C 0.160276 1.549966 -0.792148 -0.03 1.29 0.74
N 0.574419 0.304242 -1.354068 0.43 -0.76 1.89
C -0.310150 -0.311816 -2.311472 0.69 0.94 -1.67
C -0.707385 0.696722 -3.411630 -1.02 -0.83 -0.23
C 0.937659 -0.614381 -0.245204 -0.84 0.29 -0.60
C 1.918553 -1.572756 -0.720412 2.81 -1.27 -0.86
H 1.047316 3.375087 0.121459 -0.28 -0.09 0.00
H 2.232471 2.314482 -0.585639 -0.15 0.13 -0.80
H 1.686489 1.929511 0.892191 -0.92 -0.28 0.37
H -0.655419 1.424991 -0.080020 -0.44 -0.14 0.31
H -0.264284 2.171815 -1.580284 0.32 0.18 0.03
H 0.282040 -1.052130 -2.849384 0.01 -0.27 0.18
H -1.194391 -0.844448 -1.961433 -0.27 0.17 0.62
H -1.567402 1.319569 -3.165599 0.30 0.37 0.41
H 0.111474 1.286969 -3.822939 0.04 -0.05 0.29
H -1.134926 0.104493 -4.220684 0.25 -0.13 -0.31
H 0.138312 -1.222429 0.178393 -1.02 0.39 -0.14
H 1.355383 -0.094606 0.617021 -0.03 0.30 -0.31
H 2.844124 -1.052334 -0.966510 0.45 0.16 0.63
H 1.822716 -2.059916 -1.690774 -1.18 -0.22 0.10
H 2.104328 -2.344465 0.026615 0.22 -0.06 -0.05
C 7.649684 -6.713184 -0.765139 -1.48 1.31 0.19
C 7.828516 -6.055952 0.617089 0.74 -1.49 0.93
N 9.171521 -6.212369 1.171243 0.46 0.83 -0.25
C 9.466180 -7.560457 1.635982 0.98 0.66 0.06
C 10.773808 -7.564605 2.428552 0.42 -0.46 -0.18
C 10.204005 -5.653953 0.258437 -0.23 0.13 1.87
C 9.929541 -4.213366 -0.082382 -0.52 0.22 -0.97
H 6.576813 -6.905665 -0.765577 -0.11 -0.37 -0.53
H 8.166537 -7.656987 -0.938907 0.16 0.25 0.26
H 7.799176 -5.998981 -1.574865 0.40 -0.20 -0.15
H 7.506884 -5.031822 0.806272 0.00 0.18 -1.01
H 7.171823 -6.603401 1.293226 0.00 -0.18 0.19
H 9.625685 -8.206088 0.772377 -0.36 -0.66 -0.09
H 8.660619 -7.901801 2.286100 -0.14 -0.08 -0.29
H 10.791358 -6.771270 3.175816 0.05 -0.03 -0.04
H 11.635948 -7.491517 1.765627 -0.01 0.56 -0.10
H 11.000678 -8.522297 2.897013 -0.57 -0.12 0.32
H 11.144166 -5.594801 0.806780 0.07 -0.48 0.06
H 10.390949 -6.266208 -0.623778 -0.20 -0.15 -0.34
H 9.814764 -3.539179 0.766382 0.36 -0.27 0.21
H 10.744241 -3.893824 -0.732196 -0.01 0.37 0.08
H 9.004691 -4.098260 -0.647629 -0.01 -0.01 -0.22
C -7.447945 0.444646 1.505000 0.87 0.74 0.97
C -7.415961 -0.197659 0.146307 -2.60 -1.36 -0.80
N -8.700358 -0.989549 -0.119565 0.96 0.66 -0.63
C -8.944949 -2.042115 0.841983 0.46 0.04 -0.49
C -7.916314 -3.142720 0.699626 0.02 -0.61 0.82
C -9.858182 -0.134907 -0.246324 -0.21 -0.42 -1.18
C -11.025404 -0.827800 -1.026653 0.92 0.63 0.76
H -8.328189 0.901020 1.957751 -0.88 -0.10 -1.15
H -6.794610 1.315371 1.449502 0.64 -0.26 0.57
H -7.227094 -0.242565 2.321735 0.90 -0.05 -0.16
H -7.298130 0.512767 -0.671928 -0.44 0.31 0.13
H -6.602671 -0.890061 -0.070992 0.20 -0.05 0.81
H -9.031633 -1.628637 1.846776 0.26 -0.08 0.54
H -9.918473 -2.499689 0.665983 -0.02 0.16 -0.30
H -7.788753 -3.440746 -0.341047 -0.15 0.05 0.03
H -6.929796 -2.953728 1.122908 0.02 0.44 -0.07
H -8.288594 -3.985002 1.282779 0.06 -0.33 -0.16
H -9.574478 0.729224 -0.847058 0.10 0.16 0.07
H -10.170523 0.236571 0.729670 -0.48 0.10 0.22
H -11.400679 -1.687435 -0.471412 -0.39 0.25 -0.06
H -10.691071 -1.190038 -1.998814 0.18 0.12 0.05
H -11.762816 -0.040199 -1.181587 -0.42 -0.39 0.04
```
Forces are in eV/Å.

## Properties
* DFT total energy: -3794.7076 a.u.
* relative energy (zero: lowest compared OMol25 entry of this formula, charge and spin): 4.182 eV
* LUMO energy: 0.14 eV

Mulliken atomic charge list, values in e, 4 entries: -0.50, 1.07, -0.49, -0.33